# 1
13
Properties=species:S:1:pos:R:3:forces:R:3 method="wB97M-V/def2-TZVPD" smiles="O=CNC1CC1" e_lumo_ha=0.0383 energy_ev=-7798.254 e_homo_ev=-9.6 orbital_gap_ev=10.668
H -1.36866 -0.27339 1.60086 -0.086 0.034 -0.108
H -1.64118 0.47413 -1.43158 -0.039 0.113 0.236
C -1.14960 -0.01821 -0.60003 -0.171 -0.039 -0.220
H 1.22237 -0.82129 -1.50882 0.081 -0.171 0.220
H 0.19308 1.75663 -0.05043 -0.243 -0.380 -0.528
H -1.93034 1.35509 0.93757 0.002 -0.117 0.212
H 1.68597 0.08063 1.24445 -0.229 -0.087 0.068
H -1.13475 -1.10789 -0.71816 0.467 0.522 0.040
O 2.65258 -1.62651 -0.28243 -0.127 0.251 -0.230
C -1.33352 0.46125 0.80542 -0.036 0.104 0.163
N 1.13906 -0.07902 0.41006 0.079 -0.227 -0.073
C -0.02104 0.69555 0.11376 0.095 0.137 0.041
C 1.71170 -0.89778 -0.51685 0.207 -0.139 0.180

# 2
13
Properties=species:S:1:pos:R:3:forces:R:3 method="wB97M-V/def2-TZVPD" e_lumo_ha=0.0313 energy_ev=-7793.863 e_homo_ev=-7.0 orbital_gap_ev=7.831
O -0.23893 1.28030 0.82269 -0.140 0.082 -0.057
H 0.65933 -2.29411 0.18725 0.404 -0.279 -0.555
C -1.13162 0.21143 0.79984 -0.844 0.113 -1.236
C 0.77667 -0.27897 -0.58832 0.317 0.082 0.238
H 1.73499 1.45951 0.29363 -0.120 0.001 0.039
H 1.28299 -0.53285 -1.52367 -0.459 0.163 -0.084
H 0.55337 1.86005 -0.99129 0.102 -0.201 0.061
H -2.14201 0.50914 0.55227 -0.430 0.591 -0.212
H -1.10456 -0.25198 1.81249 -0.007 -0.384 -1.368
C 0.49385 -1.26418 0.46725 1.405 -0.839 0.056
H -1.03029 -1.19991 -1.24174 -0.395 0.857 1.390
N -0.63532 -0.67424 -0.43193 -0.092 -0.131 1.821
C 0.78154 1.17580 -0.15846 0.258 -0.055 -0.093

# 3
13
Properties=species:S:1:pos:R:3:forces:R:3 method="wB97M-V/def2-TZVPD" e_lumo_ha=0.0121 energy_ev=-7793.728 e_homo_ev=-7.6 orbital_gap_ev=7.945
H 2.37507 0.54085 0.82214 -0.156 -0.033 -0.081
C 1.70785 0.20186 0.01987 0.486 -0.018 -0.151
H -2.01190 -1.02469 0.69907 0.093 0.016 -0.090
C -1.28111 -1.16595 -0.11390 0.028 -0.024 -0.069
C -0.83017 1.23044 -0.69029 -0.209 0.713 -0.327
N -1.12997 2.28311 -1.09553 0.270 -0.911 0.379
H 0.09771 1.07234 1.50624 0.022 -0.149 -0.045
H -0.74461 -2.10336 0.07401 -0.088 0.156 -0.029
H 1.73196 0.88154 -0.82680 -0.082 -0.084 0.099
O 0.33696 0.19982 1.13781 -0.143 0.187 0.182
H 1.90933 -0.82761 -0.25161 -0.094 0.133 0.019
C -0.33001 -0.01247 -0.22655 -0.211 -0.011 -0.027
H -1.83112 -1.27586 -1.05448 0.084 0.024 0.140

# 4
13
Properties=species:S:1:pos:R:3:forces:R:3 method="wB97M-V/def2-TZVPD" e_lumo_ha=0.0064 energy_ev=-7796.730 e_homo_ev=-9.0 orbital_gap_ev=9.210
H 1.41848 0.42985 1.31818 -0.159 -0.024 -0.339
O -0.97483 0.94871 -1.21176 1.300 -1.100 1.073
H -0.93269 -1.94023 -0.29439 0.056 0.320 0.114
H 2.51049 0.15932 -0.06791 -0.272 0.007 -0.049
C 0.46863 -0.30611 -0.49992 -0.328 0.627 -0.579
H 1.40459 1.53310 -0.08401 0.153 0.077 0.041
H 0.58924 -0.44965 -1.55328 0.515 -0.463 -0.282
H -2.56025 1.32488 0.06244 0.230 0.185 -0.271
C 1.50534 0.49324 0.22710 -0.219 0.173 -0.168
C -1.65780 0.73687 -0.14002 0.006 -0.273 0.734
C -0.42464 -1.16057 0.29445 -0.118 0.418 -0.197
N -1.37510 -0.13121 0.77025 -1.306 -0.318 0.366
H 0.02854 -1.63822 1.17888 0.141 0.373 -0.442

# 5
13
Properties=species:S:1:pos:R:3:forces:R:3 method="wB97M-V/def2-TZVPD" e_lumo_ha=0.0312 energy_ev=-7798.174 e_homo_ev=-10.2 orbital_gap_ev=11.086
C -0.12155 0.07674 1.13207 -0.044 -0.068 0.016
C 0.89577 1.18161 -0.82918 -0.074 0.033 0.040
O -1.23463 -1.18614 -0.60591 -0.155 0.200 -0.100
H 1.55051 0.31581 -0.91161 -0.034 0.148 -0.061
H -1.50908 -0.26995 -0.78152 0.000 -0.361 0.058
C 0.01601 1.24156 0.16530 0.115 0.121 -0.165
H 0.47108 -2.74545 -0.43603 0.031 -0.085 0.166
H -0.67549 2.07741 0.24672 0.166 -0.018 0.083
C -0.19607 -1.16410 0.27770 0.325 -0.137 0.174
H 0.97966 1.93948 -1.59845 -0.005 0.079 0.165
H -1.02428 0.16879 1.74616 0.091 -0.001 -0.152
H 0.73465 -0.00121 1.80910 -0.131 -0.005 -0.179
N 0.67423 -2.07838 0.31199 -0.285 0.094 -0.045

# 6
13
Properties=species:S:1:pos:R:3:forces:R:3 method="wB97M-V/def2-TZVPD" e_lumo_ha="-0.0695 / -0.0636" energy_ev=-7795.155 e_homo_ev="-10.3 / -10.2" orbital_gap_ev="8.373 / 8.451"
H 0.86009 1.44781 -1.01784 -0.180 0.069 0.154
H 0.20553 1.51737 0.64446 0.042 -0.215 -0.222
H 0.25200 -1.27025 -0.29873 -0.220 0.073 -0.206
N 1.85572 -1.15630 -0.10407 -0.063 0.261 0.521
C 1.80731 0.11357 0.26028 0.288 0.136 0.036
H -2.17716 0.58945 0.13130 0.052 -0.193 0.063
C -1.62553 -0.33989 0.33020 -0.030 -0.021 0.005
C -0.35431 -0.31373 -0.51408 -0.115 0.074 0.007
H -1.40459 -0.36670 1.40584 0.028 -0.018 -0.280
C 0.57628 0.85132 -0.14500 0.054 -0.020 -0.078
H -2.28236 -1.18195 0.09044 0.172 0.117 0.013
O 2.85413 0.47226 0.80424 -0.064 -0.302 -0.261
H -0.56712 -0.36297 -1.58704 0.036 0.039 0.250

# 7
13
Properties=species:S:1:pos:R:3:forces:R:3 method="wB97M-V/def2-TZVPD" smiles="CN1CCC1=O" e_lumo_ha=0.0280 energy_ev=-7796.402 e_homo_ev=-9.3 orbital_gap_ev=10.054
N -0.33260 0.12604 -0.07796 -0.285 0.300 -0.218
H -0.02232 -1.78632 0.75050 0.920 0.534 -0.364
H 0.50074 -1.68380 -0.96619 -0.306 0.185 -0.444
H -2.26613 -0.06869 -0.80640 -0.107 0.094 0.104
H 2.59510 0.05138 -0.55881 -0.185 -0.533 0.427
C 0.69354 1.02757 -0.00758 -0.306 0.001 0.087
H -1.82584 1.46801 -0.00743 -0.232 -0.076 0.033
O 0.65706 2.23143 -0.15522 0.258 -0.444 0.225
H -2.12182 0.00045 0.97878 -0.084 0.057 -0.098
H 1.65610 -0.77732 0.88133 1.720 1.022 2.096
C 1.76970 0.01656 0.15792 -1.106 -1.452 -1.080
C -1.72665 0.38234 0.02993 -0.379 0.092 -0.016
C 0.35780 -1.10492 -0.06254 0.093 0.219 -0.754

# 8
13
Properties=species:S:1:pos:R:3:forces:R:3 method="wB97M-V/def2-TZVPD" smiles="C[C@H]1CN1C=O" e_lumo_ha=0.0400 energy_ev=-7797.800 e_homo_ev=-10.0 orbital_gap_ev=11.075
N 0.54070 0.73424 0.19148 0.214 0.245 0.235
C 1.88117 0.52964 0.59758 0.392 -0.390 -0.259
C -1.72492 -0.38506 0.44955 0.022 0.029 -0.018
O 2.70073 -0.16464 0.04391 -0.506 0.379 0.186
C 0.21840 0.29212 -1.16788 -0.022 0.011 -0.266
H 0.20996 -1.42379 0.13587 -0.013 0.188 0.102
H -2.15838 0.58290 0.17929 0.082 -0.148 0.037
H -0.43483 0.99736 -1.67419 0.069 -0.186 -0.049
H 1.03372 -0.14259 -1.74216 -0.178 0.081 0.072
C -0.29666 -0.47113 -0.02260 -0.102 -0.211 0.005
H 2.14061 1.12699 1.48437 -0.078 -0.117 0.061
H -2.32185 -1.17948 -0.01243 0.085 0.121 0.062
H -1.78866 -0.49657 1.53720 0.035 -0.002 -0.167

# 9
13
Properties=species:S:1:pos:R:3:forces:R:3 method="wB97M-V/def2-TZVPD" smiles="CC=C=O.C=N" e_lumo_ha=0.0299 energy_ev=-7797.090 e_homo_ev=-8.7 orbital_gap_ev=9.487
O 1.09666 -1.62616 -0.96849 -0.326 0.876 0.165
H -2.27045 -0.67947 1.02675 -0.009 -0.088 -0.051
H 1.56580 2.45882 -0.66880 -0.099 -0.068 -0.074
C 0.33716 0.68472 -0.46176 0.028 -0.212 -0.023
C 0.87261 1.84785 -1.25750 0.085 0.148 -0.105
C 0.71271 -0.55021 -0.71744 0.241 -0.533 -0.122
H 1.40370 1.50233 -2.14848 -0.049 0.070 0.117
C -0.83947 -1.74130 1.64502 -0.090 0.002 -0.180
H -0.13174 -2.55358 1.47060 -0.088 0.042 0.021
H -0.73701 -1.20229 2.59565 -0.110 -0.071 -0.132
H 0.05438 2.49362 -1.59156 0.110 -0.093 0.032
H -0.37923 0.83326 0.33690 0.125 -0.076 -0.149
N -1.68512 -1.46759 0.73913 0.182 0.005 0.500

# 10
13
Properties=species:S:1:pos:R:3:forces:R:3 method="wB97M-V/def2-TZVPD" e_lumo_ha=0.0363 energy_ev=-7794.402 e_homo_ev=-8.8 orbital_gap_ev=9.768
O -0.86920 -0.55739 -1.70671 -0.056 -0.225 0.073
C 1.02998 -0.20124 -0.15851 0.137 -0.031 -0.360
H 2.06457 0.14916 -0.18846 -0.250 -0.093 0.109
C -0.20213 0.37048 -0.90761 0.159 0.210 0.043
H 0.02709 1.23699 -1.53407 -0.002 -0.135 0.145
H -1.86572 0.30840 0.61606 0.189 0.062 -0.033
H -0.85742 1.79047 0.65267 -0.006 -0.128 -0.019
C -0.86220 0.71442 0.45559 -0.126 0.063 -0.012
H -1.02078 -1.32520 -1.13005 -0.015 0.085 -0.148
H 1.15789 -1.37015 -0.24153 -0.012 -0.061 -0.141
C 0.27611 -0.04653 1.16678 -0.088 0.049 0.416
H 0.79558 0.35980 2.04066 -0.094 -0.068 -0.106
N 0.33972 -1.39778 0.87478 0.164 0.273 0.030

# 11
13
Properties=species:S:1:pos:R:3:forces:R:3 method="wB97M-V/def2-TZVPD" smiles="O=CCN1CC1" e_lumo_ha=0.0358 energy_ev=-7796.631 e_homo_ev=-8.9 orbital_gap_ev=9.835
H -1.78386 -1.24982 0.02972 0.005 0.030 0.010
H 2.23965 1.04938 -0.38501 -0.307 0.038 0.200
C -0.69467 0.53779 0.80207 -0.038 0.081 0.097
N 0.37896 -0.04604 0.07872 -0.007 -0.520 0.198
H -0.95892 1.59211 0.61479 0.115 -0.097 -0.148
H 0.69027 -1.40845 -1.51533 0.124 0.144 -0.115
C -1.93600 -0.31960 0.61188 -0.263 0.258 0.249
H 0.60606 0.34254 -2.06957 -0.101 -0.002 0.193
H -0.44530 0.44504 1.86836 -0.092 0.207 -0.093
O -3.00547 -0.03808 1.08654 0.240 -0.076 -0.187
C 0.76466 -0.35599 -1.24278 -0.076 -0.122 -0.287
H 2.39007 -0.63706 0.31234 0.115 0.038 -0.202
C 1.75453 0.08818 -0.19175 0.286 0.021 0.084

# 12
13
Properties=species:S:1:pos:R:3:forces:R:3 method="wB97M-V/def2-TZVPD" smiles=O[C@H]1C[C@H]2N[C@@H]12 e_lumo_ha=0.0383 energy_ev=-7796.949 e_homo_ev=-9.4 orbital_gap_ev=10.458
H 1.57196 0.53321 -1.51555 -0.182 -0.026 0.191
N 1.29195 0.09221 0.65489 0.134 -0.044 0.103
C -0.99137 -0.37881 0.12319 -0.097 -0.026 0.041
C 0.44622 -0.88509 -0.06497 -0.119 -0.365 0.020
C 0.85068 0.38112 -0.71670 0.015 0.117 -0.229
C -0.54957 0.96445 -0.57427 -0.114 0.104 0.081
O -1.51049 -0.33810 1.42781 0.340 0.029 0.220
H -0.76157 -0.26104 2.02882 0.069 0.254 0.087
H -1.04554 1.16878 -1.52865 -0.011 -0.160 0.221
H 2.25399 -0.24191 0.61732 -0.150 -0.001 0.028
H 0.80449 -1.89761 -0.22400 -0.129 0.142 0.026
H -0.60574 1.83936 0.07726 -0.008 -0.047 -0.097
H -1.76184 -0.93884 -0.39661 0.252 0.023 -0.692

# 13
13
Properties=species:S:1:pos:R:3:forces:R:3 method="wB97M-V/def2-TZVPD" smiles=C1OC[C@H]2N[C@@H]12 e_lumo_ha=0.0404 energy_ev=-7796.836 e_homo_ev=-9.8 orbital_gap_ev=10.858
O 0.05938 -1.38572 -0.40694 -0.193 0.426 0.115
H -1.23220 -1.10046 1.15810 -0.656 0.210 -0.473
H -1.89240 -0.54516 -0.54021 -1.232 -2.363 -0.569
C -1.07935 -0.74244 0.12633 -0.086 1.999 0.071
H 1.22055 1.55583 0.68806 0.417 0.134 -0.127
H -1.45751 1.53723 0.44085 0.384 -0.546 0.210
C 0.69544 0.79660 0.13549 0.640 0.229 0.276
H 2.05250 -0.87656 -0.29601 -0.034 -0.133 -0.022
C 1.11924 -0.66360 0.22278 0.362 0.187 -0.020
N 0.01052 1.17813 -1.09448 0.052 -0.070 -0.120
H 1.20094 -0.96587 1.28109 0.096 0.082 -0.182
H 0.05720 0.43634 -1.79646 0.042 0.073 0.266
C -0.75429 0.77569 0.08140 0.208 -0.228 0.575

# 14
13
Properties=species:S:1:pos:R:3:forces:R:3 method="wB97M-V/def2-TZVPD" e_lumo_ha="-0.0054 / -0.0068" energy_ev=-7794.572 e_homo_ev="-8.6 / -8.8" orbital_gap_ev="8.502 / 8.585"
C 0.24897 -1.06087 -0.11936 0.220 -0.475 0.021
H -2.21017 0.49029 1.39398 0.578 0.394 -0.159
H 1.74923 1.06034 0.87079 0.119 -0.104 -0.011
H 0.21584 -1.87436 -0.83941 0.142 -0.079 0.032
C -0.34599 0.93149 -0.57312 -0.215 -0.401 0.841
N -1.22658 0.19484 1.27393 0.123 0.266 -0.025
H 1.30787 0.03481 -1.68655 -0.275 0.271 0.135
C -1.12274 -0.41879 0.07089 0.269 0.369 -0.781
H -0.35542 1.94478 -0.16184 -0.632 -0.093 -0.193
H 0.70430 -1.35761 0.82321 -0.193 -0.223 0.000
C 0.95773 0.20317 -0.65817 -0.254 -0.275 -0.107
O 2.07615 0.68275 0.04330 -0.089 0.218 0.228
H -1.99918 -0.83084 -0.43764 0.206 0.134 0.018

# 15
13
Properties=species:S:1:pos:R:3:forces:R:3 method="wB97M-V/def2-TZVPD" e_lumo_ha=0.0256 energy_ev=-7794.815 e_homo_ev=-8.8 orbital_gap_ev=9.487
H 2.36256 -0.99581 0.05852 -0.136 0.038 0.018
H -1.82708 0.79805 1.06632 0.163 0.034 0.041
C 0.00556 1.37460 1.07805 -0.282 -0.119 -0.150
H -1.29400 -0.86249 -0.19475 0.081 0.122 -0.092
H 0.05135 1.86968 -1.01959 -0.017 -0.114 0.122
N 0.66595 -0.18111 -0.86238 0.104 -0.003 -0.040
O -1.14060 1.17386 1.66674 0.066 0.085 -0.106
H 1.03671 -0.70482 1.18928 -0.013 -0.104 -0.081
H -1.23435 -0.17598 -1.89759 0.069 -0.022 0.199
C -0.78932 -0.20050 -0.90438 -0.229 -0.116 -0.001
C 1.27595 -1.02562 0.16613 0.040 -0.095 0.097
H 0.94112 -2.05752 0.03547 0.090 0.078 -0.052
C -0.05384 0.98768 -0.38182 0.063 0.216 0.045

# 16
13
Properties=species:S:1:pos:R:3:forces:R:3 method="wB97M-V/def2-TZVPD" e_lumo_ha=0.0201 energy_ev=-7794.773 e_homo_ev=-8.6 orbital_gap_ev=9.193
H 2.34284 -0.57870 -0.45439 -0.087 0.044 0.085
H 1.65491 -1.11817 1.07778 -0.003 0.093 -0.074
H -0.29481 -1.19252 -0.77706 -0.043 0.111 0.075
C 1.89415 -0.23099 0.48300 0.049 -0.002 0.052
H -2.62668 -0.99274 -0.36014 0.060 0.127 0.107
H 2.61518 0.39176 1.01378 -0.116 -0.047 -0.082
H -1.08412 -0.44534 0.73759 0.106 -0.106 0.114
C -2.35567 0.02966 -0.01675 -0.207 -0.030 -0.201
O 0.57841 1.76219 0.28760 0.033 -0.321 -0.051
N -1.51969 0.54329 -1.04586 -0.142 0.144 0.049
C 0.64943 0.56236 0.17782 -0.012 0.205 0.091
C -0.54680 -0.24731 -0.29884 0.358 -0.171 -0.129
H -1.30714 1.51651 -0.82454 0.006 -0.045 -0.035

# 17
13
Properties=species:S:1:pos:R:3:forces:R:3 method="wB97M-V/def2-TZVPD" smiles="O[C@H]1CCC=N1" e_lumo_ha=0.0308 energy_ev=-7797.702 e_homo_ev=-9.6 orbital_gap_ev=10.452
C 1.21893 0.01371 -0.38955 -3.116 0.752 -2.400
C 0.54624 1.37836 -0.04119 0.134 -1.233 -0.377
H 0.07624 -1.90506 -0.20146 -0.029 1.375 0.568
N -0.66461 1.33404 0.32840 -0.323 -0.668 0.718
C 0.21216 -0.90277 0.33047 0.100 -1.633 -2.473
C -1.11990 -0.13584 0.47913 1.507 1.417 2.876
H 2.21431 0.05617 -0.08067 1.591 -0.577 0.649
O -2.11609 -0.43795 -0.37179 -0.622 -0.227 -1.665
H -1.77019 -0.05929 -1.17595 -0.599 -0.065 -1.196
H 1.12652 2.30249 -0.01123 -0.328 0.040 -0.432
H 1.18079 -0.24174 -1.53323 0.294 1.003 1.885
H -1.63698 -0.26263 1.47450 1.205 0.319 -0.575
H 0.73259 -1.13949 1.19258 0.185 -0.503 2.422

# 18
13
Properties=species:S:1:pos:R:3:forces:R:3 method="wB97M-V/def2-TZVPD" e_lumo_ha=0.0115 energy_ev=-7794.675 e_homo_ev=-8.4 orbital_gap_ev=8.685
H -2.83428 -0.21006 -0.44051 -0.110 -0.074 0.136
N -0.70437 1.75595 0.52769 -0.258 -0.976 -0.273
H 1.53637 1.38955 0.00166 0.107 -0.162 0.027
C 2.14392 0.48388 0.06974 0.265 0.172 0.058
H 2.65320 0.41831 1.03158 -0.112 -0.099 -0.095
H -2.39266 -0.50052 1.27486 -0.276 -0.036 -0.065
H 2.85751 0.43225 -0.75180 0.040 0.151 0.166
H -0.14131 -1.42415 -1.12414 0.237 -0.301 0.216
C -1.09907 0.70067 0.24096 -0.394 1.007 0.775
H -1.66198 -1.45394 -0.00841 0.235 0.524 0.073
C 0.38413 -0.46258 -0.99190 0.699 -0.446 -0.630
C -2.02802 -0.45700 0.25005 -0.203 0.166 0.080
O 1.28656 -0.67236 -0.07979 -0.230 0.075 -0.469

# 19
13
Properties=species:S:1:pos:R:3:forces:R:3 method="wB97M-V/def2-TZVPD" smiles="O=C1CCCN1" e_lumo_ha=0.0337 energy_ev=-7799.498 e_homo_ev=-9.5 orbital_gap_ev=10.450
H 0.25346 2.23152 -0.53931 0.024 -0.065 0.162
O 2.41615 0.87888 -0.29024 -0.418 -0.204 -0.122
H -1.36084 -1.39624 -0.42248 0.153 0.120 0.087
H 1.39946 -1.55860 0.51562 -0.038 0.166 -0.026
N 0.13891 1.23140 -0.45922 0.240 0.176 0.193
C -1.00490 0.66640 0.23927 -0.124 -0.153 -0.086
H -1.06823 1.06351 1.26082 -0.095 -0.034 -0.148
C -0.69862 -0.85702 0.26135 -0.027 0.022 0.009
H -0.86612 -1.27151 1.26105 0.049 0.115 -0.203
C 0.77963 -0.96964 -0.16180 0.111 -0.041 0.052
H 0.88354 -1.40634 -1.16217 0.001 0.032 0.188
H -1.93342 0.89648 -0.28852 0.073 -0.030 0.107
C 1.27286 0.47324 -0.28232 0.051 -0.102 -0.213